1) Here is a 2-piece molecular cluster, C4H14N3 overall from the Open Molecules 2025 dataset. Energies are from ωB97M-V/def2-TZVPD.

CARTESIAN COORDINATES (ANGSTROEM)
N -1.780 2.260 1.876
C -1.231 1.288 1.182
N -1.447 0.004 1.334
H -2.434 2.110 2.633
H -1.825 3.187 1.493
H -0.583 1.549 0.344
H -0.783 -0.653 0.903
H -2.139 -0.376 1.976
C 0.633 -1.937 -0.526
C 0.558 -0.489 -0.936
C 1.525 0.426 -0.181
N 0.795 -0.403 -2.384
H 0.314 -2.251 0.518
H -0.042 -2.531 -1.124
H 1.628 -2.343 -0.785
H -0.467 -0.103 -0.775
H 1.389 1.494 -0.491
H 1.371 0.304 0.915
H 2.596 0.208 -0.507
H 0.169 -1.091 -2.823
H 1.755 -0.649 -2.640

The highest occupied orbital energy is -12.6278 eV. Its net charge is +1. The HOMO-LUMO gap is 8.85 eV. As for the multiplicity: 1.

***

2) Here is an isolated ion of composition C4H14N3 and charge +1 from the Open Molecules 2025 dataset. Energies are from ωB97M-V/def2-TZVPD.

CARTESIAN COORDINATES (ANGSTROEM)
C 2.680 -0.780 -0.097
C 1.117 -1.019 0.154
C 0.316 0.187 -0.361
N -1.030 0.304 0.247
C -1.612 1.671 -0.687
N -1.705 -0.892 0.088
N -0.901 0.647 1.544
H 3.099 -1.727 -0.107
H 2.672 -0.384 -1.087
H 3.249 -0.224 0.677
H 1.011 -1.309 1.208
H 0.868 -1.923 -0.427
H 0.945 1.140 -0.058
H 0.066 0.053 -1.408
H -1.082 1.724 -1.614
H -2.633 1.489 -0.718
H -1.202 2.472 -0.026
H -1.564 -1.320 -0.755
H -2.822 -0.926 0.126
H 0.047 0.770 2.040
H -1.725 0.671 2.109

The highest occupied orbital energy is -14.4825 eV. Its net charge is +1. The HOMO-LUMO gap is 11.50 eV. As for the multiplicity: 1.

***

What is the least stable structure shown above? It is 2).